Entry 1:
Formula: H8LiO4
Source: the OMol25 dataset
Level of theory: the ωB97M-V functional and the def2-TZVPD basis

Structure (XYZ):
```
13
Properties=species:S:1:pos:R:3:forces:R:3
Li 7.671 11.359 -19.908 0.080 -0.414 0.120
O 9.561 11.875 -19.587 -0.057 0.552 -0.181
H 10.445 11.561 -19.357 -0.214 -0.118 -0.060
H 9.686 12.788 -19.893 0.128 -0.263 0.137
O 6.850 12.598 -18.565 -0.088 -0.160 0.165
H 5.919 12.625 -18.301 0.245 0.016 0.009
H 7.358 12.726 -17.750 -0.139 0.030 -0.214
O 6.450 11.759 -21.418 -0.060 0.332 0.116
H 5.875 12.481 -21.125 0.077 -0.165 -0.214
H 6.442 11.802 -22.384 0.066 -0.085 0.190
O 7.677 9.308 -19.631 -0.121 0.086 -0.143
H 7.533 8.755 -18.853 0.043 0.117 -0.132
H 7.470 8.749 -20.393 0.041 0.071 0.206
```
Forces are in eV/Å.

Frontier orbital gap ... 12.85 eV
Multiplicity ... 1
Total charge ... +1

Atom charges from the natural (NBO) analysis, given in e for atoms 1 to 6: 0.91 -0.99 0.51 0.50 -0.99 0.50

Entry 2:
Formula: C44H39BCl2F4HfN4O5
Source: the OMol25 dataset
Level of theory: the ωB97M-V functional and the def2-TZVPD basis

Structure (XYZ):
```
100
Properties=species:S:1:pos:R:3:forces:R:3
Hf 0.246 0.127 0.776 1.599 -0.171 -1.401
C -2.167 -2.083 2.114 -0.298 -0.137 0.337
O -1.376 -1.509 1.027 0.084 0.309 -0.457
C -2.312 -1.171 0.036 -0.469 -0.388 0.208
N -3.513 -1.400 0.272 0.020 0.178 -0.369
C -3.634 -1.944 1.628 0.024 0.134 0.197
C -4.474 -1.022 2.485 0.062 -0.131 -0.015
C -3.976 0.219 2.868 -0.049 0.029 0.036
C -4.745 1.070 3.644 0.092 0.050 -0.010
C -6.015 0.681 4.048 -0.104 -0.036 -0.028
C -6.514 -0.556 3.667 -0.027 -0.019 0.026
C -5.747 -1.406 2.884 0.065 0.039 -0.019
C -1.710 -0.635 -1.187 0.272 -0.282 -0.368
C -2.457 -0.014 -2.176 -0.037 -0.106 0.027
C -1.785 0.441 -3.294 -0.108 -0.027 0.108
C -0.450 0.084 -3.470 0.176 -0.017 0.133
C 0.204 -0.599 -2.458 -0.193 0.201 -0.206
N -0.374 -0.821 -1.253 -0.641 -0.094 -0.761
C 1.407 -1.392 -2.770 0.256 -0.542 0.132
N 1.634 -2.503 -2.203 -0.344 0.173 0.062
C 2.609 -3.221 -3.037 0.043 -0.044 -0.183
C 3.074 -2.148 -4.050 0.099 -0.280 0.106
O 2.152 -1.049 -3.841 -0.303 0.284 -0.168
C 3.695 -3.923 -2.263 0.008 -0.017 -0.009
C 3.729 -5.313 -2.241 0.010 0.005 -0.008
C 4.730 -5.985 -1.555 -0.011 -0.040 0.061
C 5.702 -5.272 -0.867 0.033 0.027 0.030
C 5.674 -3.885 -0.881 -0.024 0.002 -0.044
C 4.678 -3.216 -1.577 0.186 0.014 -0.176
H -1.971 -1.520 3.022 0.098 0.009 -0.047
H -1.869 -3.121 2.240 0.118 0.032 -0.089
H -4.127 -2.913 1.547 0.061 -0.007 0.062
H -2.986 0.539 2.554 -0.007 -0.020 -0.013
H -4.353 2.037 3.929 -0.022 0.002 0.008
H -6.625 1.340 4.650 0.045 0.016 0.023
H -7.501 -0.863 3.984 -0.004 0.016 -0.013
H -6.140 -2.368 2.579 -0.001 -0.007 0.019
H -3.519 0.117 -2.030 -0.004 0.021 0.000
H -2.311 1.016 -4.044 0.031 -0.055 -0.067
H 0.077 0.295 -4.389 -0.027 -0.057 -0.028
H 2.019 -3.989 -3.545 0.098 0.016 -0.060
H 3.003 -2.476 -5.083 -0.025 0.083 -0.011
H 4.086 -1.792 -3.853 -0.006 -0.018 -0.044
H 2.976 -5.877 -2.779 -0.001 0.004 -0.003
H 4.755 -7.066 -1.562 -0.008 0.004 0.002
H 6.487 -5.792 -0.335 -0.011 -0.025 -0.008
H 6.432 -3.319 -0.355 0.047 -0.036 -0.006
H 4.687 -2.132 -1.603 0.227 -0.742 -0.125
Cl -0.363 -0.547 5.579 -0.010 -0.030 0.034
C -0.161 0.969 4.798 0.005 -0.166 -0.460
C -0.295 2.157 5.536 -0.022 0.250 0.163
C -0.182 3.379 4.932 -0.041 -0.246 0.032
Cl -0.376 4.814 5.857 -0.015 0.049 0.025
C 0.084 3.466 3.541 0.081 -0.150 -0.118
C 0.140 4.660 2.800 0.046 0.013 -0.091
C 0.361 4.610 1.446 -0.001 0.034 0.115
C 0.587 3.375 0.835 0.068 -0.053 -0.100
N 0.592 2.234 1.502 -0.202 0.335 0.629
C 0.274 2.260 2.831 0.042 0.132 0.333
C 0.114 0.999 3.450 0.006 0.410 0.863
O 0.252 -0.105 2.690 0.111 0.164 1.146
H -0.498 2.090 6.596 -0.015 0.017 -0.008
H -0.011 5.605 3.303 -0.022 0.002 -0.006
H 0.357 5.508 0.846 0.026 -0.009 -0.016
H 0.770 3.315 -0.230 0.012 -0.004 -0.004
F -3.890 2.075 0.028 0.107 -0.073 0.083
B -2.854 2.788 0.416 -0.005 0.274 -0.149
F -1.392 1.106 0.544 -1.089 0.459 -0.152
F -2.090 3.375 -0.503 -0.073 -0.035 0.074
F -2.669 3.097 1.691 -0.034 -0.054 -0.051
C 2.716 -3.588 1.492 0.098 0.197 -0.021
C 3.728 -2.439 1.651 -0.138 0.006 -0.131
C 2.823 -1.245 1.885 0.514 -0.176 0.233
O 1.728 -1.467 0.954 0.115 -0.523 0.244
C 1.422 -2.903 1.029 0.016 -0.521 -0.058
H 2.562 -4.091 2.444 -0.040 -0.015 -0.010
H 3.061 -4.323 0.768 0.011 -0.004 -0.045
H 4.307 -2.316 0.736 -0.076 0.045 0.132
H 4.422 -2.597 2.474 -0.028 0.024 0.053
H 3.275 -0.277 1.668 -0.068 0.019 -0.043
H 2.435 -1.252 2.905 -0.129 0.112 -0.056
H 1.105 -3.205 0.035 -0.024 0.128 0.002
H 0.619 -3.049 1.751 0.001 0.137 -0.001
C 3.769 -0.306 -1.302 -0.252 0.497 0.287
C 3.118 0.979 -0.909 0.236 -0.217 -0.242
O 1.969 0.973 -0.417 -0.177 0.056 0.180
C 3.868 2.211 -1.113 -0.013 0.359 0.002
C 4.843 2.299 -2.117 -0.111 -0.122 0.027
C 5.535 3.478 -2.315 0.078 0.079 -0.061
C 5.285 4.581 -1.507 -0.029 -0.104 0.015
C 4.345 4.496 -0.487 0.009 0.076 0.034
C 3.642 3.325 -0.293 -0.059 -0.157 0.024
H 3.154 -1.147 -0.998 0.065 0.184 0.072
H 4.768 -0.369 -0.869 -0.017 0.148 0.049
H 3.887 -0.327 -2.388 -0.001 0.100 0.117
H 5.041 1.463 -2.773 0.006 -0.024 0.013
H 6.272 3.539 -3.103 -0.010 0.010 -0.002
H 5.834 5.500 -1.663 -0.004 0.003 -0.006
H 4.167 5.346 0.158 0.025 -0.015 0.019
H 2.951 3.238 0.531 -0.002 0.030 -0.007
```
Forces are in eV/Å.

Frontier orbital gap ... 7.16 eV
Multiplicity ... 1
Total charge ... +2

Atom charges from the Löwdin analysis, given in e for atoms 1 to 6: 1.82 -0.03 -0.15 -0.32 0.25 -0.20